No. 1
33
Properties=species:S:1:pos:R:3:forces:R:3:nbo_charge:R:1 method="wB97M-V/def2-TZVPD" lumo_energy_ev=-2.951 total_charge=+1 homo_ev=-13.931 homo_lumo_gap_ev=10.98
C -0.663 0.835 -1.380 1.19 -3.07 1.54 0.1798
C -2.930 2.794 -2.999 -1.26 3.36 0.36 -0.6275
C -1.257 4.046 -1.322 -0.54 1.10 1.02 -0.6197
C 0.874 -1.273 3.285 -1.97 1.29 -0.05 -0.6758
C -1.161 -0.614 1.979 -2.49 -0.34 0.04 -0.6970
C 2.429 -1.684 -0.735 1.47 -1.19 1.83 -0.6249
C 1.794 -3.644 0.689 2.62 0.13 -1.91 -0.6216
C -1.494 2.998 -2.378 -0.17 -0.13 -4.15 -0.0835
C 0.191 -1.122 1.964 -0.16 -1.35 3.01 0.4775
C 2.130 -2.193 0.652 -1.24 2.23 0.89 -0.0113
N -0.987 1.789 -1.896 -0.94 1.28 -0.65 -0.4522
N 0.806 -1.441 0.926 1.36 -0.90 -2.28 -0.4572
H -3.391 1.870 -3.182 0.42 -2.01 0.35 0.2370
H -3.114 3.265 -4.031 0.86 -0.04 1.68 0.2375
H -3.650 3.296 -2.276 0.68 -0.40 -0.98 0.2161
H -0.285 4.535 -1.569 -0.82 -0.18 0.71 0.2368
H -2.077 4.817 -1.112 1.11 -1.04 -0.95 0.2421
H -1.216 3.453 -0.395 0.39 0.69 -0.02 0.2197
H 1.326 -0.288 3.256 0.46 0.41 1.07 0.2598
H 0.182 -1.417 4.157 0.71 0.35 -1.01 0.2622
H 1.624 -1.984 3.256 1.48 -1.43 0.15 0.2356
H -1.169 0.297 2.616 -0.31 -0.45 -0.55 0.2653
H -1.930 -1.386 2.463 1.88 1.50 -0.90 0.2820
H -1.472 -0.444 0.934 -0.22 0.36 0.62 0.2575
H 1.675 -1.871 -1.428 -1.41 -0.18 -1.10 0.2197
H 2.697 -0.695 -0.625 0.26 2.42 -0.36 0.2264
H 3.303 -2.181 -1.037 1.24 -0.77 -0.80 0.2372
H 2.817 -4.095 0.776 -1.18 -0.44 -0.17 0.2444
H 1.296 -3.911 -0.266 0.27 -0.19 0.77 0.2291
H 1.216 -3.817 1.522 -1.26 -1.05 1.83 0.2146
H -0.825 3.168 -3.293 -0.84 0.26 1.20 0.2286
H 0.379 -1.280 0.025 -0.68 0.46 -0.14 0.4363
H 2.881 -1.823 1.424 -0.90 -0.70 -1.06 0.2253

=====

No. 2
33
Properties=species:S:1:pos:R:3:forces:R:3:nbo_charge:R:1 method="wB97M-V/def2-TZVPD" lumo_energy_ev=-2.609 total_charge=+1 homo_ev=-13.312 homo_lumo_gap_ev=10.70
C -1.161 -0.273 -0.087 -1.10 0.61 -0.69 0.1493
C -0.203 -0.951 0.105 2.33 -1.77 -1.02 -0.1736
C -2.445 4.495 0.093 -0.62 1.40 -1.39 -0.6035
C 0.568 -3.324 -0.048 1.25 -0.14 0.46 -0.6528
C 1.913 -0.330 1.712 -3.11 -1.45 1.80 -0.4214
C 3.002 -2.396 -1.558 1.52 2.31 -1.19 -0.4406
C -2.279 0.651 -0.073 1.15 0.29 3.12 -0.4860
C -2.875 3.074 0.482 3.37 1.38 0.11 -0.4096
C -1.771 2.085 0.070 1.78 -0.48 1.03 -0.3611
C 0.964 -1.892 0.100 -1.99 1.86 1.59 0.3541
N 1.770 -1.664 1.190 0.00 -0.98 -2.69 -0.5746
N 1.798 -1.546 -1.552 1.92 -1.55 4.59 -0.5864
H -1.556 4.903 0.594 -0.27 -0.41 0.20 0.2112
H -2.149 4.439 -1.001 -0.46 0.34 1.10 0.2001
H -3.271 5.305 0.186 1.25 -1.54 -0.08 0.2247
H 1.473 -3.912 -0.009 0.10 -0.53 0.16 0.2130
H -0.096 -3.661 0.722 -0.21 0.22 0.73 0.2712
H 0.070 -3.546 -0.935 -0.76 -0.15 -1.75 0.2338
H 0.887 -0.024 2.035 0.66 -0.08 -0.27 0.2199
H 2.413 -0.437 2.610 1.46 0.13 1.77 0.2292
H 2.264 0.463 1.161 1.34 1.28 -1.94 0.2055
H 3.813 -2.121 -0.853 -1.08 0.13 0.18 0.2337
H 2.705 -3.388 -1.421 -0.13 -1.47 -0.13 0.2176
H 3.491 -2.192 -2.518 -0.09 -0.77 -0.06 0.2340
H -2.753 0.374 0.874 -0.57 0.06 -0.08 0.2425
H -2.989 0.660 -0.821 -1.28 -0.77 -1.85 0.2429
H -3.699 2.858 -0.058 -2.98 -0.74 -1.76 0.1973
H -3.139 3.030 1.520 0.11 -0.38 0.69 0.2125
H -1.258 2.205 -0.924 -0.55 1.03 0.91 0.2031
H -0.945 2.082 0.874 -1.04 0.14 -1.26 0.1988
H 2.359 -2.478 1.379 0.19 1.02 0.49 0.4091
H 1.136 -1.883 -2.135 -2.54 -1.17 -2.57 0.3963
H 1.964 -0.604 -1.714 0.34 2.17 -0.21 0.4098

=====

No. 3
34
Properties=species:S:1:pos:R:3:forces:R:3:nbo_charge:R:1 method="wB97M-V/def2-TZVPD" lumo_energy_ev=2.151 total_charge=-1 homo_ev=-1.817 homo_lumo_gap_ev=3.97
C -1.975 0.686 -4.545 -0.08 -0.18 0.49 -1.4557
Sr -0.071 1.296 -2.793 -0.94 -0.56 1.63 1.6164
N 0.513 -1.396 -3.396 0.55 -0.63 -0.29 -1.0820
H -2.139 1.553 -1.079 0.15 0.05 0.11 -0.8537
H 1.777 2.499 -1.828 -0.38 1.51 -1.07 -0.7502
H -2.445 1.700 -4.350 0.51 -1.04 -0.86 0.1824
H -2.696 -0.163 -4.440 0.56 0.80 -0.21 0.1844
H -1.208 0.513 -5.343 -0.88 0.57 0.00 0.1460
H 0.075 -2.211 -2.956 -0.04 0.61 0.02 0.3714
H 1.491 -1.440 -3.105 -0.14 -0.01 0.06 0.3632
H 0.507 -1.608 -4.397 -0.10 0.20 0.22 0.3601
C -1.169 1.140 2.361 -0.18 0.31 0.00 -0.4448
N -1.008 -0.333 2.533 -0.21 -0.09 0.78 -0.3435
C -2.241 -0.952 3.090 -0.07 0.00 -0.03 -0.4117
C -0.545 -1.033 1.279 0.18 -0.21 -0.42 -0.2571
C 0.787 -0.479 0.870 1.63 0.57 0.60 -0.0722
C 1.850 -0.523 1.821 -0.60 -0.02 -0.16 -0.3363
C 3.069 0.099 1.543 -0.28 -0.17 0.46 -0.2485
C 3.265 0.702 0.312 -0.57 0.25 -0.60 -0.2567
C 2.216 0.704 -0.625 2.78 -0.63 -0.65 -0.2761
C 0.991 0.148 -0.347 -2.11 -0.48 -1.28 -0.4576
H -1.826 1.327 1.505 0.20 0.00 -0.14 0.2870
H -0.189 1.589 2.197 -0.16 -0.15 -0.18 0.2580
H -1.615 1.536 3.280 0.10 -0.08 -0.14 0.1865
H -0.266 -0.463 3.236 -0.13 0.04 -0.46 0.4218
H -3.042 -0.884 2.341 0.28 0.03 0.22 0.2375
H -2.027 -2.002 3.321 -0.11 0.26 -0.10 0.2123
H -2.524 -0.414 4.003 0.02 -0.19 -0.28 0.2092
H -0.478 -2.097 1.543 -0.10 0.09 0.11 0.1842
H -1.320 -0.894 0.513 0.29 0.23 0.10 0.2675
H 1.702 -1.039 2.780 0.26 -0.01 -0.04 0.1512
H 3.860 0.106 2.284 0.02 -0.11 0.07 0.1872
H 4.199 1.191 0.050 0.11 -0.07 0.19 0.1915
H 2.482 1.143 -1.656 -0.53 -0.89 1.90 0.2284

=====

No. 4
38
Properties=species:S:1:pos:R:3:forces:R:3:nbo_charge:R:1 method="wB97M-V/def2-TZVPD" lumo_energy_ev=-0.695 homo_ev=-7.056 homo_lumo_gap_ev=6.36
C 2.969 0.647 0.140 0.66 -0.66 -0.21 -0.5997
C 2.487 0.200 -1.262 -0.72 0.45 0.90 -0.4041
C 1.191 -0.637 -1.099 0.03 0.09 -1.21 -0.4117
C 1.329 -2.156 -1.367 0.06 0.37 0.89 -0.4223
C 0.776 -2.999 -0.209 0.98 -1.52 -1.02 -0.2304
N -0.700 -2.888 -0.090 0.16 2.32 0.11 -0.5417
C -1.067 -1.776 0.630 0.40 -0.22 0.04 0.7248
N -0.450 -1.534 1.829 -0.41 -0.01 -0.26 -0.8155
N -1.978 -0.945 0.169 -0.12 -0.45 0.94 -0.5326
C -2.404 0.262 0.894 -0.45 1.59 -1.65 -0.2934
C -2.929 1.244 -0.198 -0.76 -1.03 0.07 0.0726
C -4.234 0.767 -0.945 4.08 1.16 1.79 -0.1771
O -4.163 1.832 0.059 -0.24 -0.82 -0.90 -0.4415
H 2.151 0.690 0.867 0.15 0.36 -0.24 0.2109
H 3.701 -0.090 0.515 -0.08 0.30 0.04 0.1773
H 3.428 1.637 0.115 -0.08 -0.20 0.15 0.2541
H 3.258 -0.373 -1.791 -0.15 0.24 -0.04 0.1908
H 2.221 1.112 -1.809 0.24 -0.29 -0.09 0.2345
H 0.458 -0.255 -1.826 -0.02 0.05 0.41 0.2057
H 0.824 -0.404 -0.092 -0.11 -0.16 -0.36 0.1783
H 0.825 -2.445 -2.300 0.20 0.01 0.16 0.2001
H 2.395 -2.400 -1.468 -0.26 -0.11 -0.05 0.2303
H 1.006 -4.051 -0.433 -0.22 0.19 0.22 0.2186
H 1.305 -2.783 0.722 -0.45 0.05 -0.05 0.2163
H -1.082 -2.728 -1.022 0.11 -0.71 -0.05 0.3730
H -0.971 -0.909 2.428 0.26 0.14 -0.03 0.4105
H 0.510 -1.229 1.695 0.02 -0.25 0.46 0.4316
H -2.383 -1.129 -0.740 -0.10 0.09 0.19 0.4183
H -1.539 0.755 1.349 -0.12 -0.30 0.17 0.2564
H -3.236 0.102 1.588 0.32 -0.26 0.03 0.2311
H -2.180 1.788 -0.776 -0.18 0.19 0.39 0.2257
H -3.981 1.067 -1.957 -1.35 -0.23 -0.21 0.2199
H -4.282 -0.243 -0.551 -1.56 0.05 -0.50 0.1769
C 1.337 3.635 1.135 0.25 -0.30 0.26 0.9417
O 2.003 3.127 2.075 -0.16 -0.48 -0.33 -0.8401
O 1.008 4.966 1.400 0.01 -0.13 -0.03 -0.7573
O 0.949 3.150 0.062 -0.22 -0.16 -0.01 -0.8112
H 1.447 4.995 2.263 -0.17 0.62 0.05 0.4791

=====

No. 5
36
Properties=species:S:1:pos:R:3:forces:R:3:nbo_charge:R:1 method="wB97M-V/def2-TZVPD" multiplicity=3 lumo_energy_ev="2.224 / 1.268" s_squared=2.004 total_charge=-1 homo_ev="-0.111 / -2.669" homo_lumo_gap_ev="2.33 / 3.94"
C 4.162 1.977 0.318 -1.37 0.51 0.57 -0.3740
C 4.352 1.552 1.666 -0.54 0.74 -0.35 -0.3637
C 3.305 2.118 2.461 0.03 -0.34 -1.00 -0.3795
C 2.414 2.823 1.593 0.81 -0.19 0.02 -0.3775
C 2.948 2.778 0.274 0.88 -0.95 0.61 -0.3798
Pt 1.091 -1.438 -0.670 0.75 -0.15 2.12 0.0139
P 2.587 -2.188 -1.938 1.18 -0.85 -2.03 0.0963
H 4.781 1.715 -0.538 -0.06 0.08 0.16 0.1766
H 5.180 0.932 2.011 -0.21 0.18 0.03 0.1778
H 3.210 2.019 3.537 -0.08 -0.04 -0.06 0.1754
H 2.527 3.260 -0.607 0.07 -0.15 0.13 0.1742
H 1.510 3.345 1.917 0.27 -0.05 -0.15 0.1739
H 2.276 -3.448 -2.552 0.48 0.66 0.23 0.0098
H 3.855 -2.404 -1.304 -0.23 -0.01 -0.52 0.0184
H 2.830 -1.344 -3.072 0.44 -0.51 0.13 -0.0152
C -2.830 -0.070 -2.531 0.07 -0.14 -0.04 -0.4867
N -2.866 -0.311 -1.091 0.02 0.23 -0.02 -0.4356
C -4.174 -0.563 -0.504 -0.32 -0.03 0.10 -0.4567
C -1.669 -0.545 -0.485 0.14 0.07 -1.00 0.5760
N -0.576 -0.569 -1.231 -1.15 1.29 -0.81 -0.8716
N -1.520 -0.770 0.831 0.19 -0.07 0.22 -0.4248
C -2.573 -0.715 1.816 -0.44 -0.02 0.50 -0.4278
C -0.155 -0.931 1.335 -0.59 -0.06 -0.15 -0.4952
H -3.861 -0.051 -2.879 0.18 0.09 -0.13 0.2067
H -2.295 -0.881 -3.056 -0.21 0.26 0.13 0.2053
H -2.356 0.895 -2.766 -0.12 -0.23 0.02 0.1963
H -4.238 -1.584 -0.089 -0.07 0.48 -0.17 0.1984
H -4.438 0.192 0.257 -0.03 -0.42 -0.34 0.1934
H -4.902 -0.487 -1.319 0.13 -0.07 0.37 0.2104
H -0.583 -0.130 -2.149 -0.44 -0.45 0.47 0.4002
H -2.116 -0.814 2.804 -0.12 0.13 -0.22 0.2171
H -3.110 0.243 1.786 0.17 -0.25 0.12 0.1952
H -3.283 -1.546 1.718 0.16 0.24 0.06 0.2002
H 0.281 -1.896 0.895 -0.39 -0.06 0.90 0.1653
H 0.464 -0.043 1.160 0.04 0.15 0.19 0.2666
H -0.230 -1.121 2.402 0.36 -0.06 -0.06 0.2407

=====

No. 6
43
Properties=species:S:1:pos:R:3:forces:R:3:lowdin_charge:R:1 method="wB97M-V/def2-TZVPD" lumo_energy_ev=1.942 total_charge=-1 homo_ev=-4.071 homo_lumo_gap_ev=6.01
Tl -1.954 -0.796 0.479 -0.30 -0.25 -0.10 0.2522
Se -6.241 -1.900 2.863 -0.08 -0.01 0.05 -0.2457
Sb -5.360 -1.646 0.656 -0.09 -0.08 0.04 -0.3109
Se -3.279 -3.071 0.361 -0.01 -0.02 0.01 -0.0447
Se -4.052 0.616 0.669 0.23 0.05 0.08 0.0275
Se -6.703 -1.684 -1.320 -0.06 0.02 -0.04 -0.2461
C -1.840 2.550 3.251 -0.10 -0.06 0.05 -0.4041
Se -0.427 1.532 2.411 0.14 0.08 -0.09 0.8910
C -0.083 2.778 0.942 -0.01 0.06 -0.03 -0.5405
C -1.185 2.963 -0.098 0.02 0.04 0.12 -0.5496
Se -1.088 1.742 -1.618 0.29 -0.06 -0.01 0.8937
C -2.693 2.403 -2.461 -0.13 -0.04 -0.04 -0.4092
H -1.461 3.506 3.607 -0.01 0.01 -0.01 0.0214
H -2.195 1.953 4.089 0.00 0.03 0.01 0.0268
H -2.668 2.675 2.558 -0.01 0.01 0.01 -0.0116
H 0.849 2.438 0.489 -0.01 0.00 -0.01 0.0434
H 0.111 3.735 1.428 0.05 0.01 -0.03 0.0594
H -1.108 3.964 -0.523 -0.03 0.03 0.04 0.0647
H -2.178 2.851 0.341 0.00 -0.01 -0.02 0.0141
H -3.524 2.305 -1.763 0.00 0.00 -0.02 -0.0144
H -2.886 1.765 -3.321 -0.01 0.02 -0.02 0.0238
H -2.556 3.432 -2.786 -0.03 0.01 0.01 0.0195
C 3.151 -0.471 0.942 0.04 0.02 0.09 -0.0068
C 2.396 -0.811 -0.333 -0.07 0.00 0.01 -0.4661
C 3.087 -0.205 -1.539 0.07 0.03 -0.04 -0.0032
O 1.082 -0.205 -0.212 0.00 -0.12 0.03 -0.0069
B 0.200 -1.189 0.169 0.19 0.07 -0.10 -0.8114
O 0.769 -2.433 0.194 -0.05 0.23 -0.02 0.0793
C 2.058 -2.329 -0.470 -0.04 0.01 0.10 -0.4690
C 3.025 -3.262 0.229 0.10 -0.06 -0.02 -0.0065
C 1.836 -2.769 -1.908 -0.03 -0.03 -0.08 -0.0039
H 3.188 0.614 1.047 -0.01 0.00 0.01 0.0934
H 4.174 -0.850 0.918 -0.01 0.00 -0.02 0.0924
H 2.647 -0.877 1.820 -0.01 0.00 -0.01 0.1006
H 3.320 0.842 -1.341 -0.01 -0.01 0.01 0.0923
H 2.453 -0.246 -2.422 -0.01 -0.03 0.00 0.0893
H 4.023 -0.728 -1.750 0.00 0.01 0.01 0.0953
H 3.095 -3.044 1.293 -0.02 0.00 0.00 0.0859
H 4.022 -3.187 -0.212 -0.02 0.02 0.00 0.0954
H 2.679 -4.289 0.114 -0.01 0.00 0.00 0.0955
H 1.147 -2.102 -2.427 -0.01 0.01 0.02 0.1006
H 1.392 -3.764 -1.903 0.02 0.00 0.01 0.1012
H 2.774 -2.807 -2.465 0.00 0.01 0.01 0.0919